Record 1
The following is a quantum chemistry calculation of the ion C4H12N2S with charge +1 in a non-equilibrium geometry, from the OMol25 dataset.

- HOMO-LUMO gap (spin up / spin down): 0.3980 / 0.1405 Ha
- Electronic energy: -666.9607 Eh
- LUMO (spin up / spin down): -2.80 / -8.41 eV
- Net charge: +1
- Energy above the lowest of the compared OMol25 structures with the same formula, charge and spin: 38.7 kcal/mol
- Spin multiplicity: 2

Atoms and positions in Å:
N  -0.964  -0.174  1.286
C  -0.534  0.734  0.209
C  0.736  0.126  -0.416
C  0.996  -1.356  -0.076
S  -0.278  -2.274  -0.943
C  -0.282  2.164  0.767
N  0.645  2.998  0.087
H  -0.237  -0.301  1.973
H  -1.830  0.051  1.761
H  -1.344  0.658  -0.505
H  1.634  0.652  -0.137
H  0.604  0.250  -1.495
H  0.942  -1.639  0.964
H  1.971  -1.630  -0.423
H  -1.140  -2.114  0.086
H  0.106  2.067  1.777
H  -1.254  2.650  0.808
H  0.581  3.153  -0.901
H  1.547  3.208  0.465

***

Record 2
The following is a quantum chemistry calculation of a cluster of 2 separate species, C5H15P3 in total in a non-equilibrium geometry, from the OMol25 dataset.

- HOMO-LUMO gap (spin up / spin down): 0.2682 / 0.2467 Ha
- Electronic energy: -1223.3164 Eh
- LUMO (spin up / spin down): 0.84 / -2.36 eV
- Net charge: 0
- Spin multiplicity: 3

Atoms and positions in Å:
C  0.924  -0.643  1.167
C  0.095  1.689  1.662
C  -1.520  -0.204  1.050
C  -0.045  0.689  -0.670
C  -0.187  0.415  0.840
P  1.414  1.447  -1.647
P  -0.019  -2.616  -1.741
P  -1.444  0.528  -1.712
H  0.603  -1.654  0.914
H  1.763  -0.288  0.557
H  1.162  -0.825  2.186
H  0.898  2.420  1.306
H  0.429  1.424  2.604
H  -0.806  2.269  1.693
H  -1.721  -0.925  0.275
H  -1.415  -0.617  2.004
H  -2.392  0.426  1.059
H  0.755  -1.768  -2.484
H  2.410  1.014  -0.679
H  1.335  2.482  -0.707
H  0.031  -3.754  -2.762
H  -1.284  -2.253  -1.935
H  -0.987  0.745  -2.981

***

Record 3
The following is a quantum chemistry calculation of a structure of composition C9H26LiNO10 in a non-equilibrium geometry, from the OMol25 dataset.

- HOMO-LUMO gap (spin up / spin down): 0.1464 / 0.3299 Ha
- Electronic energy: -1173.0104 Eh
- LUMO (spin up / spin down): 2.58 / 2.73 eV
- Net charge: -1
- Spin multiplicity: 2

Atoms and positions in Å:
Li  3.658  1.066  -3.764
N  2.850  0.001  -0.828
O  3.419  0.915  -0.153
O  2.865  0.084  -2.001
O  2.169  -0.913  -0.301
C  -2.445  0.521  2.488
C  -2.372  0.122  1.021
C  -0.935  0.187  0.468
O  -2.883  -1.136  1.046
H  -3.478  0.565  2.833
H  -1.993  1.502  2.638
H  -1.829  -0.257  2.937
H  -3.125  0.662  0.448
H  -0.808  -0.053  -0.588
H  -0.189  -0.460  0.931
H  -0.475  1.174  0.445
H  -2.187  -1.794  1.112
C  -0.888  -3.260  -3.160
C  -0.836  -3.307  -1.665
O  0.418  -3.518  -1.047
O  0.180  -2.419  -3.577
H  -1.790  -2.781  -3.542
H  -0.687  -4.290  -3.453
H  -1.510  -4.090  -1.319
H  -1.376  -2.417  -1.339
H  0.438  -3.098  -0.184
H  -0.193  -1.705  -4.100
C  0.551  3.092  -1.158
C  -0.848  3.122  -1.709
O  -1.053  2.089  -2.707
O  1.403  4.093  -1.892
H  1.034  2.115  -1.201
H  0.550  3.407  -0.115
H  -1.076  4.099  -2.135
H  -1.608  3.118  -0.928
H  -0.516  2.368  -3.452
H  1.599  3.829  -2.793
C  2.083  -0.356  3.147
C  0.928  0.465  3.479
O  0.233  -0.138  4.504
O  1.632  -1.514  2.423
H  2.520  -0.673  4.094
H  2.835  0.088  2.495
H  0.240  0.607  2.645
H  1.166  1.391  4.001
H  0.256  -1.090  4.379
H  2.072  -1.412  1.575

***

Record 4
The following is a quantum chemistry calculation of a cluster of 2 separate species, C3H11NOS2 in total in a non-equilibrium geometry, from the OMol25 dataset.

- HOMO-LUMO gap: 0.3421 Ha
- Electronic energy: -1047.2168 Eh
- LUMO: 0.12 eV
- Net charge: 0
- Energy above the lowest of the compared OMol25 structures with the same formula, charge and spin: 31.7 kcal/mol
- SMILES string: C[C@H](N)CSS.O

Atoms and positions in Å:
C  0.537  -1.405  0.104
C  0.591  0.124  -0.072
N  -0.829  0.628  0.320
C  1.054  0.517  -1.481
S  1.330  2.278  -1.555
S  1.864  2.726  0.468
H  0.356  -1.913  -0.874
H  -0.292  -1.747  0.740
H  1.626  -1.816  0.378
H  1.248  0.295  0.738
H  -0.854  1.677  0.256
H  -0.802  0.272  1.224
H  0.251  0.156  -2.185
H  2.079  0.176  -1.715
H  3.106  2.783  0.269
O  -3.894  -1.782  1.409
H  -4.411  -1.381  0.724
H  -2.958  -1.589  1.253

***

Record 5
The following is a quantum chemistry calculation of a cluster of 2 separate species, C2H8N2S2 in total in a non-equilibrium geometry, from the OMol25 dataset.

- HOMO-LUMO gap: 0.3585 Ha
- Electronic energy: -986.8710 Eh
- LUMO: 0.70 eV
- Net charge: 0
- Energy above the lowest of the compared OMol25 structures with the same formula, charge and spin: 7.3 kcal/mol
- SMILES string: [H]/N=C/N.CSS

Atoms and positions in Å:
H  1.701  -0.820  3.197
N  0.845  -1.343  3.093
C  0.022  -1.114  4.034
N  -1.143  -1.814  4.145
H  0.223  -0.372  4.816
H  -1.245  -2.667  3.630
H  -1.923  -1.461  4.659
C  -0.591  1.526  -3.421
S  0.058  1.666  -5.125
S  1.744  0.492  -5.054
H  -1.648  1.810  -3.513
H  -0.112  2.227  -2.737
H  -0.533  0.477  -3.174
H  2.604  1.393  -4.550

***

Record 6
The following is a quantum chemistry calculation of an isolated molecule of C5H8N2O in a non-equilibrium geometry, from the OMol25 dataset.

- HOMO-LUMO gap: 0.3508 Ha
- Electronic energy: -379.9490 Eh
- LUMO: 0.74 eV
- Net charge: 0
- Energy above the lowest of the compared OMol25 structures with the same formula, charge and spin: 87.3 kcal/mol
- SMILES string: C=C1N[C@@]1(C)C(N)=O

Atoms and positions in Å:
C  -2.262  0.215  -0.324
C  -0.969  0.196  -0.464
N  0.272  0.066  -1.643
C  0.397  -0.254  -0.282
C  0.272  -1.802  0.075
C  1.337  0.512  0.634
N  0.908  1.760  0.960
O  2.444  0.091  0.884
H  -2.789  0.490  0.582
H  -2.931  -0.078  -1.120
H  0.935  0.786  -1.912
H  1.303  -2.143  -0.019
H  -0.094  -1.935  1.093
H  -0.330  -2.311  -0.674
H  1.486  2.303  1.578
H  0.021  2.105  0.633

***

What is the formula in the sixth record?
C5H8N2O